This record from the OMol25 dataset describes a cluster of 7 separate species, C28H77N7O7 in total. The level of theory is the ωB97M-V functional and the def2-TZVPD basis.

Structure (XYZ):
```
119
Properties=species:S:1:pos:R:3:lowdin_charge:R:1
O -5.507 1.986 -1.712 -0.1750
O -2.316 1.147 -4.561 -0.1991
O -0.527 -0.956 6.834 -0.1570
O 0.099 -0.364 2.060 -0.1909
O 4.996 2.712 2.175 -0.2082
O 4.532 0.185 -0.999 -0.2195
O -2.012 -2.555 -2.134 -0.2268
N 6.342 -1.942 -0.185 0.0524
N -7.475 -0.929 -2.973 0.0272
N 0.931 -2.428 -2.568 0.0620
N -1.293 0.097 -1.304 0.0560
N 0.163 2.071 -3.306 0.0446
N -0.196 -3.289 9.786 0.0338
N 6.852 1.313 0.706 0.0504
C -0.092 -1.419 8.086 -0.2368
C -5.770 0.676 -2.141 -0.2317
C 4.709 -1.612 1.516 -0.0614
C 3.756 1.011 -1.833 -0.0992
C -0.852 2.942 -3.926 -0.4374
C 4.900 -2.030 0.066 -0.4038
C -0.776 -2.693 8.588 -0.4658
C -2.273 -2.519 8.743 -0.0642
C 0.116 0.232 6.479 -0.1303
C 7.192 3.255 -0.801 -0.0591
C -3.401 -2.345 -2.263 -0.0931
C 3.646 2.935 2.561 -0.0895
C 1.335 -0.728 2.645 -0.0909
C -5.620 2.947 -2.736 -0.1049
C 0.039 -3.463 -3.091 -0.4340
C -1.614 2.272 -5.046 -0.2231
C -1.384 -3.033 -3.320 -0.2012
C -7.250 0.452 -2.479 -0.4178
C 5.324 3.222 0.898 -0.2127
C -2.880 0.333 -5.549 -0.1214
C -0.044 4.103 -4.570 -0.0751
C -1.189 0.185 0.152 -0.4039
C 4.043 -1.132 -0.842 -0.2020
C 6.762 2.785 0.576 -0.4132
C -8.058 0.618 -1.180 -0.0681
C 0.189 -0.235 0.659 -0.2029
C -2.343 -0.557 0.822 -0.0544
C 0.130 -4.702 -2.215 -0.0611
H 3.676 -1.686 1.876 0.0404
H -2.296 3.035 -5.444 0.1247
H -5.500 -0.046 -1.366 0.1146
H -8.478 -1.069 -3.084 0.0665
H -0.970 2.000 -5.889 0.1309
H -1.954 -3.796 -3.859 0.1302
H 6.535 -2.227 -1.146 0.0757
H -2.314 -1.633 0.614 0.0814
H 1.017 -5.295 -2.437 0.0742
H 3.565 0.602 -2.828 0.0925
H -9.129 0.457 -1.331 0.0742
H -0.353 1.313 -2.849 0.0219
H 1.191 -1.699 -3.227 0.0771
H 4.499 -3.037 -0.052 0.1385
H 1.988 0.140 2.499 0.0810
H 1.230 -0.858 3.720 0.0787
H -7.864 1.584 -0.711 0.0774
H 4.187 2.002 -1.971 0.0737
H 0.388 -1.876 -1.902 0.0392
H -1.343 1.218 0.486 0.1411
H -7.331 -1.518 -2.151 0.0634
H 0.384 -3.730 -4.096 0.1396
H -7.564 1.171 -3.234 0.1267
H 5.214 4.315 0.942 0.1269
H -0.162 -2.639 10.571 0.0742
H 3.566 4.027 2.638 0.0864
H -2.072 0.666 -1.625 0.0769
H 3.937 -1.691 -1.781 0.1176
H 7.399 3.188 1.366 0.1372
H -5.129 0.392 -2.987 0.1141
H 2.816 1.166 -1.285 0.0779
H 5.321 -2.181 2.214 0.0820
H 1.799 -1.613 2.203 0.0720
H -5.207 3.881 -2.351 0.0901
H -2.297 -0.494 1.910 0.0747
H 4.929 -0.551 1.652 0.0664
H 0.412 -1.242 0.273 0.1209
H -2.095 -0.007 -6.236 0.0911
H -3.341 -0.547 -5.105 0.0699
H 6.627 -0.969 -0.218 0.0392
H -1.571 -0.861 -1.565 0.0364
H 0.586 2.626 -2.570 0.0645
H -0.603 -3.424 7.787 0.1409
H -2.511 -1.662 9.381 0.0791
H -0.731 -5.367 -2.322 0.0766
H 3.377 2.527 3.530 0.0848
H -1.381 -2.152 -3.982 0.1240
H -3.691 -2.363 -3.317 0.0839
H -0.782 4.689 -5.127 0.0732
H -7.850 -0.171 -0.449 0.0787
H 0.966 0.462 0.326 0.1147
H 0.130 0.327 5.393 0.0744
H 4.620 2.916 0.117 0.1058
H 3.012 -1.071 -0.468 0.1069
H 0.997 -1.555 8.134 0.1208
H 6.426 1.194 1.626 0.0562
H -2.677 -2.343 7.745 0.0786
H -6.659 3.180 -2.981 0.0841
H 0.735 3.734 -5.234 0.0765
H 0.145 -4.424 -1.160 0.0765
H -0.321 -0.671 8.864 0.1278
H 6.130 0.871 0.121 0.0327
H -4.016 -3.083 -1.746 0.0971
H 0.793 -3.430 9.572 0.0706
H 0.430 4.700 -3.793 0.0716
H -1.512 3.441 -3.206 0.1353
H -5.042 2.702 -3.631 0.0880
H 7.170 4.337 -0.945 0.0766
H -3.669 0.824 -6.132 0.0895
H 1.204 0.164 6.660 0.0859
H 2.983 2.593 1.763 0.0786
H 8.191 2.919 -1.072 0.0776
H 6.468 2.846 -1.513 0.0662
H -3.311 -0.198 0.470 0.0708
H -2.706 -3.394 9.223 0.0755
H -3.657 -1.342 -1.921 0.0558
H -0.138 1.157 7.004 0.0920
```

## Properties
E_HOMO   -0.332 hartree
Multiplicity   1
Strongest force on any atom   2.37 eV/A
LUMO energy   0.588 eV
Energy above the lowest of the compared OMol25 structures with the same formula, charge and spin   35.88 kcal/mol
Net charge   0
Kohn-Sham gap   9.63 eV

***

This record from the OMol25 dataset describes a cluster of 9 separate species, C28H79N5O9 in total. The level of theory is the ωB97M-V functional and the def2-TZVPD basis.

Structure (XYZ):
```
121
Properties=species:S:1:pos:R:3:lowdin_charge:R:1
O 4.464 1.315 -1.616 -0.1935
O 3.539 -2.883 2.768 -0.0702
O 1.495 -2.941 0.448 -0.1099
O 0.401 1.387 0.242 -0.2192
O -2.562 1.640 -3.178 -0.1766
O 1.626 -0.913 4.063 -0.2141
O -1.309 3.565 0.685 -0.1161
O -1.470 -2.245 -2.822 -0.2231
O -1.858 2.216 3.142 -0.1421
N -5.666 1.674 -1.186 0.0611
N -1.359 -1.777 0.579 0.0838
N -4.451 -3.453 -4.513 0.0303
N 3.173 0.286 -4.892 0.0269
N -1.122 -1.797 4.754 0.0788
C -3.674 -2.913 -3.363 -0.4062
C -4.721 1.199 -2.285 -0.3985
C 4.897 2.551 -1.131 -0.1309
C -5.493 1.130 -3.617 -0.0623
C -1.346 2.355 -3.020 -0.1220
C 2.520 -3.846 -1.553 -0.0658
C 3.607 0.121 -3.471 -0.4278
C -2.349 2.833 4.348 -0.2975
C -0.340 -2.062 7.007 -0.0691
C 4.839 -0.835 -3.398 -0.0484
C 4.071 1.457 -2.981 -0.2321
C 0.737 4.558 -0.319 -0.0687
C -3.570 -3.932 -2.229 -0.0507
C 1.571 -4.103 -0.401 -0.2879
C 1.279 -1.533 5.260 -0.2335
C 3.865 -1.711 1.991 -0.3152
C -2.285 -2.561 -3.909 -0.2436
C -0.155 -1.317 5.703 -0.4685
C -1.388 3.934 4.812 -0.0928
C -0.240 -1.599 -3.212 -0.0914
C -2.479 0.453 0.273 -0.0218
C -0.106 0.249 0.931 -0.1786
C -1.209 -0.401 0.127 -0.4041
C 1.370 0.529 4.045 -0.0662
C -0.470 4.734 0.619 -0.2586
C 4.847 -0.773 2.651 -0.0799
C -3.588 2.218 -2.328 -0.1876
C 1.663 1.169 -0.325 -0.0848
H 1.652 1.080 4.993 0.1020
H -0.920 -0.234 -0.942 0.1241
H 1.929 -1.239 6.093 0.1234
H -1.327 3.327 -3.579 0.1022
H 2.962 -1.168 1.766 0.0702
H 2.104 0.859 3.244 0.1018
H 4.119 3.296 -1.027 0.0750
H -0.706 -2.442 0.169 0.0486
H 0.309 -1.425 -2.229 0.0857
H -0.840 -1.612 3.824 0.0500
H 1.710 0.140 -0.671 0.0910
H -1.105 5.505 0.262 0.1002
H -2.891 -3.449 -1.496 0.0620
H -1.307 -2.747 4.948 0.0545
H -2.201 1.414 -0.042 0.0306
H 5.750 2.983 -1.680 0.0963
H -0.386 -3.127 6.919 0.0714
H 1.253 5.506 -0.396 0.0701
H 4.959 0.203 2.200 0.0620
H 4.297 -2.155 1.096 0.1094
H 0.440 -1.666 7.675 0.0869
H -1.717 4.355 5.767 0.0687
H -6.305 0.357 -3.518 0.0907
H 1.461 -2.581 5.060 0.1304
H 2.056 -3.201 -2.254 0.0354
H 0.587 -4.330 -0.727 0.0847
H 5.815 -1.287 2.770 0.0795
H -2.409 -1.683 -4.625 0.1417
H 0.309 0.789 3.925 0.0637
H -0.468 -0.608 -3.627 0.0739
H -2.999 -4.831 -2.556 0.0950
H 5.262 2.374 -0.109 0.0897
H -0.457 3.429 5.029 0.0557
H -1.013 2.590 -2.023 0.0469
H 1.971 1.901 -1.030 0.0611
H -5.127 1.712 -0.325 0.0584
H -0.386 -0.298 5.949 0.1205
H 4.537 -0.601 3.733 0.0908
H 3.198 2.148 -3.118 0.1350
H 2.372 1.235 0.464 0.0785
H 4.895 1.755 -3.616 0.1230
H -1.757 -3.343 -4.476 0.1267
H -1.765 2.891 2.412 0.0647
H 1.809 -5.049 0.148 0.1274
H -2.427 2.012 5.104 0.1165
H 0.724 -0.415 1.156 0.1040
H 1.418 3.880 0.187 0.0602
H -2.269 -2.178 0.400 0.0610
H 3.520 -2.548 3.640 0.0301
H 1.467 -3.258 1.367 0.0867
H -3.877 -4.096 -5.038 0.0601
H -3.833 3.176 -2.729 0.1213
H -5.909 2.105 -3.814 0.0673
H -0.096 4.896 1.649 0.1134
H -1.256 4.758 4.063 0.0812
H 2.134 0.116 -4.932 0.0732
H -1.317 -1.831 7.450 0.0849
H -0.484 1.760 -3.354 0.0739
H 2.809 -0.265 -2.868 0.1071
H -4.248 0.235 -2.123 0.0956
H -0.590 0.634 1.858 0.1094
H -4.267 -1.981 -3.031 0.1528
H 5.310 -0.849 -2.435 0.0625
H 5.615 -0.445 -4.055 0.0805
H -4.875 0.964 -4.491 0.0672
H -3.388 3.255 4.141 0.1227
H -2.644 0.484 1.343 0.0824
H 0.379 -2.224 -3.890 0.0922
H 3.457 -0.581 -5.439 0.0881
H -6.477 1.159 -1.022 0.0358
H -3.208 2.410 -1.336 0.0868
H 4.542 -1.862 -3.653 0.0749
H 3.501 -3.534 -1.224 0.0739
H 0.388 4.261 -1.339 0.0867
H -3.338 0.089 -0.291 0.0723
H 2.633 -4.795 -2.049 0.0723
H -4.589 -2.709 -5.150 0.0416
H -0.715 2.816 0.696 0.0260
H -4.517 -4.192 -1.868 0.0546
```

## Properties
E_HOMO   -0.323 hartree
Multiplicity   1
Strongest force on any atom   3.28 eV/A
LUMO energy   0.624 eV
Energy above the lowest of the compared OMol25 structures with the same formula, charge and spin   56.91 kcal/mol
Net charge   0
Kohn-Sham gap   9.41 eV

***

This record from the OMol25 dataset describes a structure of composition C28H80BeNO13. The level of theory is the ωB97M-V functional and the def2-TZVPD basis.

Structure (XYZ):
```
123
Properties=species:S:1:pos:R:3:lowdin_charge:R:1
O 4.025 -1.690 1.697 -0.0971
O -4.216 -1.273 -0.662 -0.0814
O 5.443 2.883 -1.146 -0.0708
O -3.304 2.674 -4.411 -0.0732
O 2.323 -6.549 -2.521 -0.0492
O -4.746 1.450 2.222 -0.0710
O -4.384 0.608 -2.812 -0.0732
O -2.369 0.867 0.342 -0.2033
O 2.502 -3.299 3.600 -0.0997
O -4.207 0.939 4.939 -0.0840
O -4.150 3.180 -0.715 -0.0398
O 4.045 -3.020 -5.084 -0.0866
O -1.847 3.535 0.619 -0.0913
N -1.612 -0.254 0.187 -0.1585
C -2.641 3.875 -3.992 -0.4675
C 1.369 -5.623 -1.975 -0.4849
C -0.526 -2.167 1.123 -0.1299
C -3.312 5.109 -4.597 -0.0405
C -0.114 4.638 1.880 -0.0473
C 0.486 1.020 -0.640 -0.0023
C 3.589 2.982 -2.674 -0.0895
C -1.982 1.859 5.379 -0.0695
C -1.166 3.753 -4.390 -0.0450
C 1.582 -5.357 -0.506 -0.0483
C -0.582 -0.069 -0.854 -0.4676
C 0.252 -1.369 -1.066 -0.1234
C 1.809 -2.735 4.723 -0.2788
C 4.144 -2.363 0.443 -0.3025
C -2.535 4.944 2.432 -0.0415
C 2.564 -1.508 5.233 -0.0697
C -1.496 3.969 1.930 -0.4657
C -2.902 0.644 5.419 -0.2867
C 3.215 -2.218 -4.203 -0.2979
C 0.021 -6.230 -2.301 -0.0621
C 4.034 2.719 -1.247 -0.3228
C -1.256 -0.846 1.487 -0.4797
C -1.304 0.155 -2.178 -0.0432
C 4.062 -1.099 -3.619 -0.0876
C 5.029 -3.579 0.712 -0.0836
C 0.714 -1.934 0.257 -0.1870
C -0.420 0.055 2.401 0.0159
C -2.501 -1.416 2.167 -0.0348
Be -4.750 1.053 -0.292 1.0313
H 1.073 -1.276 -1.785 0.1180
H -1.962 2.257 4.363 0.0402
H 0.025 1.891 -0.178 0.0675
H -5.565 1.864 2.516 0.0544
H 4.587 -0.666 -4.476 0.0805
H -3.112 2.586 -5.350 0.1015
H -3.842 1.185 -3.382 0.0171
H -4.736 1.268 5.670 0.1035
H 3.149 -6.433 -2.040 0.0806
H -4.264 5.329 -4.124 0.0777
H -0.649 4.712 -4.319 0.0832
H 3.644 -2.340 2.305 0.0310
H -1.878 1.084 -2.102 0.0649
H 1.809 -3.464 5.536 0.1131
H -3.258 -1.326 -0.502 0.0185
H 0.992 1.347 -1.547 0.0781
H 5.657 3.005 -0.217 0.0824
H -2.304 2.671 6.034 0.0799
H 2.784 -2.903 -3.472 0.0883
H 0.695 -5.064 0.052 0.0775
H -0.958 1.613 5.665 0.0833
H 0.152 4.991 2.881 0.0868
H 5.217 -4.129 -0.225 0.0689
H -0.125 5.424 1.124 0.0856
H -3.283 3.384 -0.300 0.0196
H -0.590 0.442 -2.958 0.0876
H -3.575 4.732 2.186 0.0746
H 2.507 -1.762 -4.896 0.1099
H -4.591 4.028 -0.831 0.0797
H -2.318 -2.024 3.052 0.0933
H -0.384 -0.432 3.380 0.0765
H 2.350 -4.582 -0.425 0.0523
H -1.317 3.163 2.645 0.0997
H -2.584 5.916 -4.504 0.0816
H -0.832 -5.625 -1.986 0.0730
H -2.481 4.909 3.525 0.0824
H -4.266 1.251 3.047 0.0199
H 0.764 4.021 1.664 0.0741
H 1.283 0.625 -0.010 0.0741
H 0.796 -2.453 4.426 0.0903
H -1.015 0.960 2.517 0.0645
H 4.711 -1.722 -0.235 0.1086
H 4.905 -1.488 -3.045 0.0725
H 1.171 -2.911 0.089 0.0642
H 1.494 -1.448 0.847 0.0972
H -0.377 -2.084 -1.612 0.1173
H 1.462 -4.732 -2.612 0.1177
H 4.240 -3.808 -4.569 0.0717
H 2.294 -4.238 3.620 0.0912
H 0.599 0.159 2.044 0.0786
H 2.031 -6.181 0.057 0.0942
H -0.629 3.062 -3.742 0.0663
H 3.171 -2.564 0.002 0.0649
H -3.420 4.972 -5.675 0.0867
H 2.630 -1.495 6.317 0.0733
H 6.054 -3.372 1.010 0.0798
H -2.451 -0.166 4.848 0.0904
H -1.575 2.609 0.495 0.0433
H 4.531 -4.299 1.364 0.0689
H -1.185 -2.901 0.658 0.1199
H 2.501 3.114 -2.650 0.0583
H -2.321 5.974 2.141 0.0854
H -0.166 -2.649 2.039 0.1139
H -3.145 -1.971 1.485 0.0734
H -1.871 -0.673 -2.599 0.0840
H -2.627 3.989 -2.908 0.1228
H -1.080 3.438 -5.433 0.0882
H 3.481 -0.313 -3.140 0.0518
H 3.991 3.825 -3.229 0.0805
H 3.742 2.085 -3.283 0.0547
H 2.147 -0.592 4.808 0.0639
H -0.180 -6.449 -3.351 0.0813
H -0.025 -7.210 -1.816 0.0888
H 3.583 -1.443 4.842 0.0798
H 3.585 1.829 -0.803 0.0990
H 3.624 3.611 -0.747 0.1064
H -3.153 -0.598 2.500 0.0613
H -2.979 0.306 6.456 0.1191
H -4.785 -0.033 -3.405 0.0626
H -4.468 -2.125 -1.031 0.0740
```

## Properties
E_HOMO   -0.362 hartree
Multiplicity   1
Strongest force on any atom   4.32 eV/A
LUMO energy   -5.295 eV
Net charge   +1
Kohn-Sham gap   4.57 eV

***

Number 1: electronic energy -2022.8143 hartree. Number 2: electronic energy -2064.9534 hartree. Number 3: electronic energy -2162.0082 hartree.